Entry 1:
{
  "formula": "C33H41N5Sr",
  "method": "the ωB97M-V functional and the def2-TZVPD basis",
  "symbols": ["Sr", "N", "N", "C", "C", "C", "C", "H", "H", "H", "C", "C", "H", "H", "H", "C", "C", "H", "H", "H", "C", "H", "H", "H", "C", "H", "H", "H", "C", "H", "C", "H", "C", "H", "C", "H", "C", "C", "H", "C", "C", "H", "C", "H", "N", "C", "C", "C", "H", "C", "C", "H", "H", "H", "C", "H", "C", "C", "H", "H", "H", "C", "H", "H", "H", "C", "C", "C", "C", "N", "N", "C", "H", "H", "H", "H", "H", "H", "H", "H"],
  "xyz": [[-0.8911, 0.2381, -0.9090], [-1.3162, 3.4868, -0.7788], [-2.8460, -1.7025, -1.6932], [1.0974, -0.9081, 1.3952], [-0.0913, -0.2998, 1.9114], [0.1154, 1.1165, 1.9325], [-0.7816, 2.1549, 2.5139], [-1.5687, 1.6878, 3.1197], [-1.2509, 2.7736, 1.7255], [-0.2401, 2.8398, 3.1916], [1.4061, 1.3673, 1.4006], [2.1665, 2.6387, 1.4666], [2.7447, 2.7122, 2.4091], [1.5249, 3.5263, 1.3901], [2.9029, 2.6869, 0.6537], [2.0087, 0.1315, 1.0774], [3.4395, 0.0130, 0.7144], [3.6123, 0.4940, -0.2616], [3.7793, -1.0297, 0.6554], [4.0736, 0.5367, 1.4563], [-1.3029, -1.0369, 2.3569], [-1.3061, -1.2513, 3.4410], [-1.3942, -2.0162, 1.8549], [-2.2269, -0.4739, 2.1413], [1.3887, -2.3660, 1.3898], [2.1980, -2.6130, 0.6855], [0.5059, -2.9515, 1.0932], [1.6991, -2.7400, 2.3846], [-1.0349, 4.5172, -1.6077], [-0.4347, 5.3822, -1.2612], [-1.5021, 4.5803, -2.9424], [-1.4725, 5.4822, -3.5529], [-1.9793, 3.3802, -3.5031], [-2.0104, 3.2302, -4.5919], [-2.4533, 2.3765, -2.6515], [-2.8911, 1.3990, -2.9618], [-2.4629, 2.6873, -1.1319], [-3.5902, 2.4364, -0.1143], [-3.0373, 1.5978, 0.8434], [-1.7586, -2.3344, -1.8041], [-4.0597, -2.3896, -1.6240], [-5.0590, -1.8741, -1.5099], [-3.5787, -3.6535, -1.7970], [-4.1271, -4.5041, -1.9315], [-2.0961, -3.6348, -1.9163], [-1.1644, -4.5379, -1.4543], [-1.5987, -5.3362, -0.3882], [-0.6565, -6.2936, 0.0350], [-0.9558, -7.0634, 0.7273], [0.6425, -6.2850, -0.4635], [1.5480, -7.4533, -0.1058], [2.6118, -7.1555, -0.0882], [1.4369, -8.2750, -0.8415], [1.2670, -7.8624, 0.8838], [1.1196, -5.2114, -1.2280], [2.1639, -5.1876, -1.5131], [0.2034, -4.2553, -1.7217], [0.7313, -2.9899, -2.3267], [-0.0641, -2.3771, -2.7942], [1.4872, -3.1870, -3.0965], [1.2268, -2.3261, -1.5921], [-2.8131, -5.0674, 0.4409], [-3.7518, -5.1290, -0.1112], [-2.7599, -4.0782, 0.9279], [-2.9076, -5.7963, 1.2532], [2.1874, 5.0557, -3.7899], [2.1369, 3.6920, -3.1876], [2.7007, 2.5723, -3.8125], [2.4135, 1.4565, -3.0049], [1.5885, 1.8197, -1.9845], [1.5420, 3.2070, -2.0541], [3.0391, 0.1755, -3.4048], [2.8529, 4.9572, -4.6699], [1.2231, 5.4222, -4.1722], [2.6023, 5.8429, -3.1433], [3.2539, 2.5730, -4.7152], [1.1143, 3.7473, -1.3060], [2.4297, -0.2839, -4.1968], [3.9963, 0.4324, -3.9046], [3.2384, -0.5413, -2.5909]],
  "atomic_forces_ev_per_a": [[-0.40, 0.60, 0.64], [0.24, 1.12, -0.40], [-2.92, 6.65, 1.25], [-0.28, 0.82, -0.19], [0.71, 0.54, -0.60], [0.50, -0.63, -0.32], [-0.37, 0.49, 0.05], [-0.02, 0.15, -0.22], [0.03, -0.22, 0.43], [0.03, -0.19, -0.16], [-0.53, -0.78, 0.30], [0.24, 0.49, -0.16], [-0.15, 0.09, -0.17], [0.05, -0.14, 0.06], [-0.07, 0.10, 0.04], [-0.81, -0.15, 0.52], [0.46, 0.07, -0.30], [0.26, -0.09, 0.12], [-0.05, 0.17, -0.02], [-0.06, -0.21, -0.27], [-0.67, -0.31, 0.29], [-0.03, 0.04, -0.14], [0.02, 0.26, 0.08], [0.20, -0.17, 0.09], [0.04, -0.53, -0.09], [-0.20, -0.04, 0.14], [0.20, -0.03, 0.01], [-0.06, 0.06, -0.22], [-1.25, -1.24, 0.17], [0.03, -0.63, 0.26], [0.22, 0.16, -0.12], [0.42, -0.08, 0.16], [-1.03, -1.20, 0.61], [-0.06, 0.14, 0.25], [-0.08, 0.81, 1.30], [0.36, 0.87, -0.07], [-1.14, -0.13, 0.71], [3.46, -3.08, -1.41], [-0.88, 2.72, -1.61], [0.97, 1.01, 0.42], [2.47, -1.06, -0.94], [1.52, -0.95, -0.22], [1.08, 0.86, -0.15], [-0.96, -2.32, -0.31], [-3.55, -0.47, -0.48], [-0.06, 0.95, 1.05], [2.00, -1.35, 0.11], [-0.26, 0.60, -0.73], [0.01, -0.10, 0.35], [0.61, -0.43, 0.27], [0.04, -0.03, 0.05], [-0.42, -0.15, 0.04], [0.09, 0.34, 0.29], [0.25, 0.16, -0.41], [-1.48, -0.30, -0.25], [0.08, 0.25, 0.13], [0.50, -1.45, 0.82], [0.42, 0.57, -1.57], [0.86, -0.65, 0.31], [0.25, -0.37, 0.11], [-0.40, -0.43, 0.04], [-0.78, -0.35, 0.33], [0.20, 0.11, 0.28], [0.01, -0.22, -0.43], [0.34, -0.06, -0.06], [0.20, 0.54, -0.23], [0.13, -1.73, 0.15], [-0.81, 0.96, 1.53], [-0.94, 1.98, 0.18], [1.70, 0.49, -0.49], [0.46, -0.73, -1.47], [0.00, -0.94, -0.13], [-0.25, 0.20, 0.46], [0.05, -0.34, 0.37], [-0.11, -0.30, -0.02], [0.44, 0.05, -0.63], [-0.48, -0.59, -0.31], [0.07, -0.28, 0.35], [-0.42, -0.23, 0.47], [-0.25, 0.29, -0.31]],
  "lowdin_charge": [1.28, -0.02, -0.10, -0.30, -0.34, -0.29, -0.09, 0.06, 0.04, 0.06, -0.29, -0.09, 0.07, 0.07, 0.05, -0.29, -0.08, 0.05, 0.06, 0.07, -0.09, 0.07, 0.05, 0.06, -0.08, 0.06, 0.06, 0.07, -0.29, 0.08, -0.20, 0.05, -0.20, 0.07, -0.17, 0.05, -0.64, -0.14, -0.03, -0.35, -0.11, 0.11, -0.11, 0.05, -0.03, -0.15, -0.19, -0.03, 0.10, -0.30, -0.08, 0.07, 0.07, 0.07, -0.02, 0.11, -0.17, -0.10, 0.03, 0.07, 0.07, -0.05, 0.05, 0.10, 0.07, -0.04, -0.28, -0.04, -0.36, 0.09, 0.06, -0.06, 0.07, 0.07, 0.07, 0.09, 0.12, 0.08, 0.08, 0.07],
  "fmax_ev_per_a": 7.37,
  "orbital_gap_ev": [2.60, 3.43],
  "charge": -2,
  "e_tot_ha": -1586.240090
}

Entry 2:
{
  "formula": "C33H41NP2S3SnTe",
  "method": "the ωB97M-V functional and the def2-TZVPD basis",
  "symbols": ["Sn", "C", "C", "S", "C", "C", "S", "C", "C", "S", "H", "H", "H", "H", "H", "H", "H", "H", "H", "H", "H", "H", "C", "N", "P", "C", "C", "C", "C", "C", "C", "C", "C", "C", "C", "C", "C", "P", "C", "C", "C", "C", "C", "C", "C", "C", "C", "C", "C", "C", "H", "H", "H", "H", "H", "H", "H", "H", "H", "H", "H", "H", "H", "H", "H", "H", "H", "H", "H", "H", "H", "H", "H", "C", "Te", "C", "H", "H", "H", "H", "H", "H"],
  "xyz": [[0.1238, -1.9524, 0.4929], [0.1494, -4.9399, 2.4004], [-0.2681, -5.4985, 1.0440], [-0.8908, -4.2848, -0.1865], [0.0945, -4.6270, -1.6760], [1.6030, -4.4888, -1.5612], [2.1899, -2.8917, -0.8887], [3.3483, -3.4185, 0.4222], [2.8126, -4.3486, 1.5033], [1.4080, -3.6228, 2.4018], [0.5269, -5.7549, 3.0191], [-0.6994, -4.4999, 2.9256], [-1.1008, -6.1857, 1.2007], [0.5293, -6.0577, 0.5577], [-0.3179, -3.9435, -2.4208], [-0.1580, -5.6417, -1.9903], [2.0225, -4.5523, -2.5664], [2.0533, -5.2781, -0.9636], [3.7195, -2.4834, 0.8443], [4.1858, -3.8890, -0.0963], [3.6068, -4.5286, 2.2283], [2.5129, -5.3175, 1.1099], [0.1892, 2.5791, -1.6440], [-0.1778, 1.3655, -0.8281], [-0.3398, 1.6875, 0.8153], [0.5479, 3.1771, 1.2137], [-0.0667, 4.4347, 1.1638], [0.6724, 5.5604, 1.4893], [2.0073, 5.4400, 1.8635], [2.6215, 4.1917, 1.9119], [1.8918, 3.0572, 1.5991], [-2.0654, 1.8994, 1.1871], [-3.0636, 1.4394, 0.3190], [-4.3928, 1.6849, 0.6181], [-4.7346, 2.3903, 1.7660], [-3.7461, 2.8451, 2.6399], [-2.4190, 2.5750, 2.3721], [-0.2820, -0.1455, -1.7069], [-1.7322, 0.0376, -2.7485], [-1.7650, 0.9202, -3.8332], [-2.9154, 1.0151, -4.5992], [-4.0227, 0.2236, -4.3082], [-3.9793, -0.6863, -3.2597], [-2.8378, -0.7762, -2.4779], [1.1622, -0.1832, -2.7706], [2.3522, 0.4842, -2.4837], [3.4304, 0.3759, -3.3512], [3.3381, -0.4270, -4.4804], [2.1692, -1.1319, -4.7450], [1.0796, -1.0121, -3.8951], [1.0884, 3.0593, -1.2679], [-0.6346, 3.2923, -1.6171], [0.3689, 2.2814, -2.6697], [-1.1018, 4.5359, 0.8637], [0.2062, 6.5362, 1.4536], [2.5743, 6.3263, 2.1169], [3.6633, 4.1114, 2.1926], [2.3674, 2.0812, 1.6281], [-2.8049, 0.9402, -0.6028], [-5.1666, 1.3358, -0.0528], [-5.7750, 2.5935, 1.9850], [-4.0201, 3.4088, 3.5221], [-1.6535, 2.9454, 3.0456], [-0.9015, 1.5055, -4.1185], [-2.9418, 1.6961, -5.4394], [-4.9190, 0.3122, -4.9077], [-4.8290, -1.3243, -3.0564], [-2.8048, -1.4878, -1.6578], [2.4410, 1.1030, -1.5980], [4.3419, 0.9230, -3.1502], [4.1750, -0.4961, -5.1626], [2.1017, -1.7590, -5.6243], [0.1554, -1.5302, -4.1305], [-1.1051, 1.6400, 5.6506], [0.1151, 0.7965, 4.1466], [1.9267, 1.2140, 5.1477], [-0.8305, 1.1358, 6.5775], [-2.1456, 1.4527, 5.4003], [-0.8971, 2.7064, 5.7280], [2.0594, 2.2947, 5.1853], [2.7542, 0.7395, 4.6287], [1.8190, 0.8136, 6.1557]],
  "atomic_forces_ev_per_a": [[0.01, 0.25, 0.30], [0.09, 0.10, -0.16], [0.00, 0.03, 0.08], [0.01, 0.08, 0.02], [-0.02, 0.01, 0.00], [0.00, 0.09, -0.06], [-0.03, 0.00, 0.06], [-0.03, -0.08, 0.00], [-0.03, 0.08, 0.02], [0.02, -0.27, -0.05], [-0.08, -0.04, 0.00], [-0.01, -0.04, 0.03], [0.02, -0.04, -0.03], [0.01, 0.01, 0.01], [0.01, -0.02, -0.03], [0.00, 0.01, -0.05], [0.03, -0.06, 0.01], [-0.03, -0.03, -0.01], [0.02, 0.00, -0.01], [0.02, 0.01, 0.01], [0.03, -0.02, -0.04], [0.03, -0.01, -0.01], [-0.19, 0.05, 0.02], [0.71, 0.02, -0.09], [-0.58, 0.18, -0.97], [0.09, -0.13, 0.33], [0.05, -0.01, 0.01], [-0.01, 0.01, 0.01], [0.00, 0.00, -0.02], [0.00, -0.01, 0.02], [-0.02, 0.05, -0.07], [0.07, 0.03, 0.24], [-0.01, 0.05, 0.08], [-0.01, -0.04, -0.02], [-0.02, 0.01, 0.03], [0.04, -0.08, 0.03], [-0.05, -0.08, -0.07], [-0.26, 0.35, 0.24], [0.08, -0.38, -0.07], [-0.10, -0.08, -0.09], [0.00, 0.01, 0.00], [0.02, 0.03, 0.03], [-0.02, 0.03, 0.05], [0.04, 0.00, -0.04], [-0.03, 0.00, -0.09], [0.04, -0.06, 0.05], [0.01, -0.05, 0.08], [-0.01, -0.01, -0.03], [0.02, -0.06, 0.04], [0.01, 0.07, -0.04], [0.02, -0.05, 0.02], [-0.04, -0.03, -0.02], [0.01, -0.02, 0.00], [-0.01, 0.00, 0.01], [0.01, 0.00, -0.02], [0.00, 0.00, -0.01], [-0.01, 0.00, 0.00], [0.02, 0.00, 0.00], [-0.01, -0.01, -0.03], [0.00, 0.05, -0.01], [0.00, 0.00, -0.01], [-0.01, 0.00, -0.01], [0.00, 0.08, -0.04], [0.02, -0.01, 0.04], [-0.02, 0.00, 0.01], [0.02, -0.04, -0.04], [0.00, 0.01, 0.00], [-0.01, 0.01, 0.01], [-0.02, 0.04, -0.03], [0.00, 0.00, 0.00], [0.00, -0.01, 0.01], [-0.01, 0.03, -0.01], [-0.01, 0.04, -0.04], [-0.05, 0.01, -0.01], [0.10, -0.13, 0.44], [0.03, 0.04, -0.01], [-0.02, 0.01, 0.01], [0.00, 0.01, -0.01], [0.03, 0.00, -0.02], [-0.02, 0.00, 0.00], [-0.02, -0.01, -0.02], [0.03, 0.00, 0.01]],
  "lowdin_charge": [0.75, -0.47, -0.42, 0.83, -0.46, -0.42, 0.83, -0.45, -0.45, 0.78, 0.11, 0.09, 0.11, 0.09, 0.09, 0.12, 0.11, 0.09, 0.09, 0.11, 0.11, 0.08, -0.09, -0.45, 0.96, -0.42, -0.07, -0.01, 0.00, -0.04, -0.12, -0.36, -0.05, -0.02, 0.00, -0.03, -0.14, 0.88, -0.40, -0.07, -0.02, -0.02, -0.04, -0.13, -0.43, -0.11, -0.04, -0.02, -0.04, -0.10, 0.09, 0.11, 0.07, 0.12, 0.13, 0.13, 0.13, 0.10, 0.07, 0.13, 0.14, 0.13, 0.08, 0.11, 0.13, 0.13, 0.12, 0.09, 0.10, 0.12, 0.13, 0.13, 0.11, -0.34, 1.50, -0.35, 0.04, 0.02, 0.05, 0.04, 0.02, 0.04],
  "fmax_ev_per_a": 1.14,
  "orbital_gap_ev": [4.75, 5.10],
  "charge": 4,
  "e_tot_ha": -3694.985804
}